P) 80
Properties=species:S:1:pos:R:3:lowdin_charge:R:1 method="wB97M-V/def2-TZVPD" homo_energy_ha=-0.3906 homo_lumo_gap_ev=10.4
F 9.15 12.83 16.57 0.08
F 14.66 12.79 14.47 0.03
F 10.54 14.66 9.94 0.13
F 16.04 11.18 11.17 0.07
F 11.83 5.92 16.28 0.09
F 14.29 9.86 13.97 0.09
F 8.58 6.64 11.98 0.11
F 14.86 8.69 7.00 0.09
O 12.71 9.35 7.18 0.16
O 11.14 11.41 18.83 0.07
O 11.80 8.40 13.38 0.06
O 17.98 10.29 11.29 0.16
O 10.87 11.31 16.58 0.11
O 14.69 6.38 16.11 0.09
O 18.62 11.49 12.99 0.09
O 20.24 10.74 11.51 0.09
O 10.70 11.57 9.67 0.09
O 8.10 10.25 14.31 0.13
O 12.18 7.56 11.30 0.13
O 13.15 14.21 13.50 0.12
O 8.94 8.43 13.19 0.12
O 12.83 11.03 10.13 0.15
O 12.20 13.13 9.44 0.14
O 11.94 13.86 15.30 0.09
O 13.38 6.55 17.86 0.16
O 12.40 7.21 7.33 0.07
O 12.89 10.75 17.48 0.12
O 7.25 8.08 14.49 0.09
O 10.96 13.51 13.28 0.13
O 13.21 9.36 12.14 0.15
O 10.79 8.66 6.37 0.13
O 15.12 5.04 17.90 0.13
C 11.98 9.72 13.99 0.00
C 13.22 14.15 15.77 -0.05
C 19.04 10.79 11.95 -0.49
C 13.20 10.17 13.26 -0.33
C 17.22 11.57 13.10 -0.04
C 11.87 8.43 6.91 -0.54
C 7.50 6.81 13.97 -0.06
C 12.40 8.36 12.20 -0.56
C 12.59 6.94 16.74 -0.30
C 11.87 13.92 14.01 -0.49
C 11.74 11.15 17.59 -0.49
C 14.46 5.97 17.39 -0.53
C 8.09 9.04 14.09 -0.46
C 10.94 13.76 9.10 -0.34
C 13.70 7.39 15.83 -0.07
C 12.01 11.83 9.76 -0.51
C 13.41 7.49 8.26 -0.09
C 9.59 11.63 17.06 -0.28
C 13.87 8.86 7.86 -0.29
C 8.79 7.03 13.21 -0.36
C 10.03 12.55 8.96 -0.08
C 14.08 14.05 14.51 -0.27
C 16.84 10.52 12.02 -0.31
C 9.78 11.76 18.56 -0.05
H 11.11 14.30 8.18 0.17
H 8.98 10.81 16.67 0.16
H 11.20 10.45 13.80 0.15
H 6.75 6.39 13.31 0.15
H 14.16 6.71 8.15 0.14
H 13.96 8.41 16.13 0.13
H 9.56 12.75 18.94 0.14
H 7.54 6.03 14.73 0.14
H 9.67 6.47 13.51 0.17
H 13.34 7.30 14.81 0.13
H 13.24 11.22 12.97 0.17
H 9.00 12.73 9.27 0.15
H 13.10 7.35 9.30 0.11
H 13.14 15.13 16.23 0.15
H 9.12 11.09 19.11 0.14
H 11.89 7.76 16.88 0.16
H 16.84 11.42 14.11 0.12
H 16.32 9.61 12.33 0.16
H 14.95 14.70 14.40 0.17
H 14.28 9.44 8.68 0.16
H 9.97 12.33 7.89 0.14
H 16.84 12.59 13.02 0.13
H 12.19 9.62 15.05 0.11
H 13.45 13.56 16.66 0.14

Q) 80
Properties=species:S:1:pos:R:3:lowdin_charge:R:1 method="wB97M-V/def2-TZVPD" homo_energy_ha=-0.3861 homo_lumo_gap_ev=10.3
F -7.58 1.72 -1.35 0.11
F -0.31 1.49 -5.88 0.05
F 5.99 4.27 -3.08 0.04
F -6.36 0.37 4.55 0.12
F 0.27 7.65 1.17 0.06
F -0.71 -1.59 1.09 0.12
F 2.87 -4.45 -3.16 0.12
F 1.08 -7.55 6.10 0.14
O -2.53 -4.99 5.61 0.13
O 9.52 5.01 -1.83 0.12
O 4.04 -8.42 -3.23 0.13
O -0.55 -5.95 6.22 0.15
O 1.17 -0.89 1.86 0.14
O -5.80 3.21 5.83 0.04
O -4.63 1.29 5.53 0.17
O 0.53 -0.46 -6.56 0.15
O -1.46 5.15 -1.76 0.15
O -3.58 3.28 5.24 0.18
O 2.95 -0.07 0.56 0.10
O 8.42 3.07 -2.44 0.07
O -5.99 0.55 -3.71 0.09
O 2.44 -1.45 -7.37 0.10
O 0.85 0.79 0.53 0.08
O -4.66 -0.98 -2.58 0.07
O -5.48 0.92 -1.62 0.14
O -2.31 -7.07 6.29 0.13
O 4.55 -6.75 -1.92 0.14
O 0.58 5.85 -1.12 0.10
O -1.06 5.90 0.32 0.15
O 2.68 -6.75 -2.89 0.20
O 8.06 4.89 -3.74 0.12
O 2.51 0.20 -5.85 0.10
C 8.72 4.41 -2.59 -0.40
C 2.66 -5.46 -2.33 -0.31
C 3.75 -7.35 -2.71 -0.69
C -5.32 0.11 -2.67 -0.51
C -5.94 0.98 5.65 -0.40
C 1.76 -0.09 0.97 -0.50
C -0.28 0.73 1.35 -0.08
C 1.28 5.90 0.08 -0.08
C 1.88 -0.57 -6.68 -0.53
C -6.37 1.94 -1.83 -0.34
C 7.01 4.00 -3.96 -0.32
C -4.56 2.61 5.43 -0.49
C -0.06 -7.18 6.67 -0.35
C 1.56 0.90 -5.03 -0.04
C -1.29 -7.97 6.51 -0.08
C -0.71 5.61 -0.93 -0.57
C -6.44 1.89 -3.42 -0.01
C -0.22 -0.67 1.88 -0.35
C 7.55 2.68 -3.48 -0.09
C 0.24 0.35 -5.43 -0.30
C -6.65 2.19 6.27 -0.08
C -1.85 -5.92 6.04 -0.61
C 3.84 -5.63 -1.43 -0.06
C 0.16 6.30 1.00 -0.26
H 1.76 1.92 -5.37 0.15
H -7.45 2.02 -3.81 0.14
H -6.51 2.11 7.35 0.14
H 6.79 2.02 -3.07 0.14
H -0.69 -0.83 2.85 0.18
H 4.31 -4.66 -1.32 0.15
H 6.56 4.13 -4.94 0.17
H -1.12 -8.51 5.58 0.16
H -1.24 0.77 0.83 0.15
H 1.82 4.98 0.33 0.14
H -0.40 -0.02 -4.62 0.18
H 8.02 2.09 -4.27 0.14
H 1.73 -5.35 -1.76 0.18
H 0.06 -6.92 7.72 0.17
H -7.69 2.13 5.95 0.15
H 0.26 5.88 2.00 0.17
H -6.02 0.34 6.53 0.16
H 1.70 0.80 -3.95 0.14
H -1.68 -8.55 7.33 0.16
H -6.00 2.91 -1.50 0.17
H 2.08 6.64 0.13 0.15
H -0.32 1.47 2.15 0.15
H -5.75 2.59 -3.89 0.13
H 3.54 -5.94 -0.42 0.14

Least stable = Q)

P) 16
Properties=species:S:1:pos:R:3:lowdin_charge:R:1 method="wB97M-V/def2-TZVPD" homo_energy_ha=-0.2961 homo_lumo_gap_ev=9.1
O 1.54 -1.41 1.05 -0.08
N -1.31 1.85 -0.93 -0.06
N -1.40 2.99 -1.72 -0.04
C -0.17 1.34 -0.78 -0.22
C 0.08 0.16 0.04 -0.09
C -0.36 -2.83 0.73 0.03
C 0.51 -2.20 1.53 -0.21
C 1.31 -0.30 0.26 -0.12
H -0.82 -0.23 0.55 0.12
H -1.13 -3.39 1.21 0.05
H 0.62 -2.39 2.61 0.12
H 2.23 0.14 -0.09 0.13
H -2.16 3.60 -1.37 0.08
H 0.71 1.75 -1.29 0.11
H -0.49 3.50 -1.82 0.09
H -0.54 -2.51 -0.31 0.08

Q) 16
Properties=species:S:1:pos:R:3:lowdin_charge:R:1 method="wB97M-V/def2-TZVPD" homo_energy_ha=-0.3504 homo_lumo_gap_ev=10.4
O 2.03 0.54 -0.13 -0.09
N -2.02 0.46 0.08 0.08
N 1.24 1.71 -0.05 0.10
C 1.40 -0.72 0.00 -0.26
C 0.03 1.55 -0.02 -0.16
C -0.51 0.23 -0.01 -0.47
C 0.16 -0.81 -0.94 -0.05
C 0.32 -0.54 1.10 -0.06
H 0.43 0.20 2.04 0.16
H 2.19 -1.37 0.07 0.12
H -0.17 -1.46 1.56 0.13
H -0.66 2.34 -0.02 0.12
H 0.44 -0.67 -1.99 0.12
H -2.25 -0.52 -0.05 0.05
H -0.37 -1.80 -0.79 0.13
H -2.26 0.85 -0.87 0.10

Least stable = Q)

P) 16
Properties=species:S:1:pos:R:3:lowdin_charge:R:1 method="wB97M-V/def2-TZVPD" homo_energy_ha=-0.3032 homo_lumo_gap_ev=9.1
N -1.32 1.11 -0.31 0.03
N 0.75 -1.43 -0.31 0.02
N -0.07 1.69 -0.09 -0.02
N -2.47 -0.90 -0.19 0.10
C -0.06 -0.61 0.66 -0.21
C 0.80 0.61 0.46 -0.24
C 1.54 -0.18 -0.65 -0.12
C -1.41 -0.21 0.03 -0.40
H -2.23 -1.89 -0.05 0.04
H 1.46 1.03 1.23 0.15
H 1.36 -2.12 0.12 0.09
H 2.62 -0.12 -0.55 0.11
H 1.24 0.15 -1.58 0.08
H -0.18 2.44 0.59 0.11
H -0.13 -1.01 1.68 0.15
H -1.90 1.43 -1.05 0.13

Q) 16
Properties=species:S:1:pos:R:3:lowdin_charge:R:1 method="wB97M-V/def2-TZVPD" homo_energy_ha=-0.3402 homo_lumo_gap_ev=9.3
N -0.17 -1.58 0.89 0.05
N 1.83 1.06 1.07 0.01
N 1.90 1.18 -0.31 0.02
N -0.97 -0.54 -1.36 -0.01
C -0.55 0.50 -0.44 -0.32
C 0.80 0.54 1.63 -0.11
C -0.37 -0.13 0.94 -0.33
C 0.80 0.94 -0.97 -0.11
H -0.88 -1.96 0.28 0.06
H 0.73 1.13 -2.04 0.10
H -1.18 0.02 1.70 0.14
H -1.73 -0.16 -2.00 0.11
H -0.37 -1.23 -1.73 0.06
H 0.78 0.62 2.67 0.09
H -1.28 1.36 -0.73 0.17
H 0.67 -1.74 0.39 0.06

Least stable = Q)

P) 16
Properties=species:S:1:pos:R:3:lowdin_charge:R:1 method="wB97M-V/def2-TZVPD" homo_energy_ha=-0.2630 homo_lumo_gap_ev=7.8
N -0.08 1.51 0.90 -0.01
N 0.40 1.43 2.35 -0.05
N -0.01 -0.10 -0.91 -0.24
N -0.02 -1.34 -1.15 -0.04
C 0.34 -1.99 0.06 -0.06
C -0.71 0.65 -1.90 -0.05
C 0.33 -1.06 1.04 0.00
C 0.09 0.29 0.43 -0.31
H -0.51 1.73 -1.53 0.11
H 0.59 -1.09 2.06 0.07
H 1.26 1.79 2.53 -0.02
H -0.41 0.46 -2.97 0.09
H -1.76 0.30 -1.84 0.09
H 0.24 -1.78 -2.19 0.24
H -0.11 2.21 2.96 0.11
H 0.35 -3.00 0.17 0.08

Q) 16
Properties=species:S:1:pos:R:3:lowdin_charge:R:1 method="wB97M-V/def2-TZVPD" homo_energy_ha=-0.3053 homo_lumo_gap_ev=9.2
N 1.34 0.34 0.76 -0.13
N -0.48 -1.69 1.48 0.09
N 0.55 -0.26 -0.11 -0.22
N 0.26 0.68 -1.15 -0.01
C -1.09 0.20 -1.61 -0.11
C 1.07 1.84 0.85 -0.14
C -1.53 -0.79 -0.77 -0.02
C -0.50 -0.83 0.45 -0.39
H -1.09 -2.51 1.54 0.03
H -2.52 -1.46 -1.02 0.14
H -1.77 0.52 -2.41 0.10
H 1.65 2.69 1.59 0.13
H 0.91 2.42 -0.10 0.04
H 0.79 0.49 -2.07 0.16
H 2.56 -0.10 0.69 0.24
H 0.05 1.93 1.34 0.07

R) 16
Properties=species:S:1:pos:R:3:lowdin_charge:R:1 method="wB97M-V/def2-TZVPD" homo_energy_ha=-0.3131 homo_lumo_gap_ev=9.2
N -0.07 -0.06 0.01 -0.06
N 2.05 -0.89 0.18 -0.01
N -1.32 -0.46 -0.21 -0.05
N 2.32 1.54 -0.02 0.03
C 2.67 0.32 -0.11 -0.39
C -2.19 0.54 -0.03 -0.15
C -3.62 0.14 0.03 -0.10
C 0.70 -1.09 0.07 -0.21
H -1.80 1.57 0.30 0.13
H -4.29 0.51 -0.69 0.05
H 2.57 -1.86 -0.12 0.20
H 1.22 1.84 0.45 0.15
H 0.17 -2.08 0.16 0.14
H -4.17 0.55 0.87 0.08
H -3.62 -0.89 -0.08 0.05
H 3.77 0.06 -0.47 0.14

Least stable = Q)

P) 16
Properties=species:S:1:pos:R:3:lowdin_charge:R:1 method="wB97M-V/def2-TZVPD" homo_energy_ha=-0.2525 homo_lumo_gap_ev=7.7
N -1.49 1.31 -0.64 0.09
N 0.34 0.88 -2.19 0.10
N -0.93 0.07 1.10 0.10
N 1.20 -0.79 0.35 -0.05
C -1.83 0.89 0.61 -0.22
C 1.18 -1.68 1.49 -0.13
C 0.03 -0.05 0.15 -0.33
C -0.29 0.72 -0.94 -0.31
H -2.72 1.19 1.11 0.11
H -2.02 1.92 -1.24 0.15
H 0.90 -1.09 2.37 0.07
H 1.33 0.71 -2.11 0.08
H 0.17 1.79 -2.59 0.08
H 1.48 -1.27 -0.50 0.11
H 2.18 -2.09 1.63 0.07
H 0.46 -2.50 1.39 0.08

Q) 16
Properties=species:S:1:pos:R:3:lowdin_charge:R:1 method="wB97M-V/def2-TZVPD" homo_energy_ha=-0.2707 homo_lumo_gap_ev=8.3
N 0.81 0.09 -1.71 0.02
N -1.01 1.29 -0.94 -0.05
N -1.96 1.05 0.09 -0.05
N 1.63 -0.82 -1.08 -0.14
C -0.20 0.26 -0.94 -0.44
C 1.45 -0.83 0.52 -0.07
C -0.10 -0.51 0.41 -0.23
C -1.02 0.38 1.23 -0.11
H 2.52 -0.55 -1.64 0.13
H -0.56 2.27 -1.27 0.21
H 1.82 -1.93 0.80 0.14
H 2.14 -0.05 0.88 0.09
H -2.65 0.19 -0.04 0.14
H -0.50 -1.51 0.05 0.15
H -0.39 0.88 1.85 0.06
H -1.98 -0.20 1.78 0.16

R) 16
Properties=species:S:1:pos:R:3:lowdin_charge:R:1 method="wB97M-V/def2-TZVPD" homo_energy_ha=-0.3339 homo_lumo_gap_ev=9.1
N 1.69 0.22 0.08 0.08
N 1.25 -1.95 -0.70 0.09
N 0.67 -1.40 1.53 0.10
N -1.09 -0.41 -0.32 0.11
C -1.33 0.82 -0.11 -0.29
C -1.99 1.89 -0.48 0.00
C 1.26 1.31 0.47 -0.06
C 0.88 -1.08 0.31 -0.61
H 0.05 1.36 0.65 0.08
H 0.70 -2.80 -0.74 0.09
H 1.72 2.28 0.35 0.08
H 0.80 -2.39 1.71 0.04
H -1.65 2.88 -0.19 0.05
H -1.58 -1.07 0.28 0.09
H 1.36 -1.51 -1.61 0.08
H -2.75 1.85 -1.25 0.06

Least stable = Q)

P) 16
Properties=species:S:1:pos:R:3:lowdin_charge:R:1 method="wB97M-V/def2-TZVPD" homo_energy_ha=-0.2918 homo_lumo_gap_ev=8.7
N 1.81 -0.97 0.11 -0.03
N 2.96 -0.54 -0.14 0.02
N -0.79 -1.82 0.19 0.12
N -1.61 0.49 0.55 0.05
C 1.04 1.50 -0.18 -0.07
C -0.49 -0.50 0.27 -0.33
C -2.65 0.63 -0.15 -0.05
C 0.70 0.08 0.06 -0.28
H 2.05 1.68 0.19 0.06
H -2.77 0.14 -1.12 0.08
H 3.65 -1.31 -0.06 0.05
H -0.08 -2.40 0.62 0.09
H 0.33 2.15 0.33 0.07
H 1.04 1.72 -1.25 0.08
H -1.73 -2.13 0.38 0.09
H -3.43 1.31 0.18 0.07

Q) 16
Properties=species:S:1:pos:R:3:lowdin_charge:R:1 method="wB97M-V/def2-TZVPD" homo_energy_ha=-0.3353 homo_lumo_gap_ev=9.8
N -1.53 1.60 -1.34 0.18
N 0.16 1.30 1.41 0.17
N 1.83 -1.02 0.76 0.13
N 1.40 -0.27 -1.45 0.15
C -1.93 -0.48 0.05 -0.02
C 0.08 0.58 0.34 -0.34
C -1.05 0.76 -0.58 -0.37
C 1.16 -0.31 -0.20 -0.48
H -1.45 -1.46 0.10 0.07
H -2.32 -0.18 1.03 0.07
H 2.14 -0.90 -1.76 0.05
H 1.51 -1.01 1.71 0.09
H -0.90 2.30 -1.72 0.07
H -2.76 -0.57 -0.65 0.06
H 1.10 1.32 1.81 0.06
H 2.57 -1.65 0.49 0.10

R) 16
Properties=species:S:1:pos:R:3:lowdin_charge:R:1 method="wB97M-V/def2-TZVPD" homo_energy_ha=-0.3247 homo_lumo_gap_ev=9.0
N -1.15 0.28 1.78 0.01
N -0.38 -1.91 -0.61 0.05
N 0.57 1.74 -0.44 0.05
N 0.15 0.27 2.15 0.01
C 1.10 0.13 1.29 -0.09
C 0.75 0.31 -0.17 -0.36
C -1.48 0.04 0.57 -0.12
C -0.57 -0.47 -0.48 -0.37
H 0.40 -2.12 -1.19 0.05
H -1.03 -0.09 -1.44 0.14
H 0.40 1.80 -1.44 0.07
H 1.50 -0.22 -0.82 0.14
H -2.53 0.25 0.43 0.10
H 1.39 2.35 -0.30 0.09
H 2.15 0.00 1.65 0.11
H -1.26 -2.35 -0.97 0.11

Least stable = P)

P) 16
Properties=species:S:1:pos:R:3:lowdin_charge:R:1 method="wB97M-V/def2-TZVPD" homo_energy_ha=-0.2945 homo_lumo_gap_ev=8.3
N -0.47 -1.92 1.72 0.20
N -0.51 1.42 1.31 0.03
N -1.49 0.31 -1.01 0.09
N 1.67 1.03 0.56 0.08
C 0.32 0.61 0.67 -0.65
C 0.26 -1.09 1.31 0.06
C 0.63 -0.69 -1.59 0.00
C -0.17 0.02 -0.79 -0.39
H 2.05 1.07 -0.37 0.07
H 1.62 -1.00 -1.27 0.05
H -1.37 0.97 1.63 0.03
H 0.30 -1.05 -2.56 0.05
H 1.94 1.58 1.37 0.09
H -1.78 1.17 -0.53 0.08
H -1.15 -2.62 1.50 0.10
H -1.84 0.19 -1.95 0.09

Q) 16
Properties=species:S:1:pos:R:3:lowdin_charge:R:1 method="wB97M-V/def2-TZVPD" homo_energy_ha=-0.2971 homo_lumo_gap_ev=7.9
N 1.15 -1.28 1.41 -0.04
N -1.89 0.71 -1.12 0.06
N -0.20 0.68 2.09 0.00
N -0.59 0.55 -0.15 -0.10
C 0.40 -0.27 -0.71 -0.22
C 1.00 -0.09 2.23 -0.20
C 0.40 -0.58 -2.12 -0.08
C -0.83 1.11 1.10 -0.21
H 0.13 0.22 -3.04 0.10
H -1.74 -0.21 -1.98 0.18
H -1.67 1.52 -1.53 -0.03
H 0.95 -1.13 -0.14 0.06
H 2.04 -1.90 1.81 0.11
H 0.96 -1.57 -2.41 0.06
H -1.61 1.92 1.12 0.14
H 1.51 0.31 3.44 0.18

R) 16
Properties=species:S:1:pos:R:3:lowdin_charge:R:1 method="wB97M-V/def2-TZVPD" homo_energy_ha=-0.3201 homo_lumo_gap_ev=9.5
N 1.41 0.63 1.47 -0.03
N -3.10 -1.45 -1.84 0.16
N -1.59 0.12 0.77 0.10
N 1.48 -0.67 1.10 -0.13
C -2.29 -0.86 -1.28 -0.19
C 2.03 -1.01 0.01 -0.08
C -1.44 0.09 -0.60 -0.44
C -0.80 1.01 -1.35 0.04
H -0.96 1.07 -2.41 0.06
H -0.79 0.50 1.26 0.05
H -0.01 1.60 -0.94 0.04
H 1.28 0.75 2.46 0.09
H -1.93 -0.73 1.20 0.10
H 2.23 -2.06 -0.13 0.06
H 1.94 1.32 0.93 0.10
H 2.54 -0.31 -0.65 0.07

Least stable = Q)

P) 21
Properties=species:S:1:pos:R:3:lowdin_charge:R:1 method="wB97M-V/def2-TZVPD" homo_energy_ha=-0.3636 homo_lumo_gap_ev=10.2
O -1.90 -2.12 2.99 -0.22
O 3.34 -1.08 -0.12 -0.06
O -0.09 -0.40 2.41 0.00
O -2.65 1.18 -1.64 0.04
C 0.08 0.05 -1.20 -0.17
C 0.37 -0.01 1.37 -0.26
C -1.73 1.97 -1.56 -0.22
C -0.25 1.64 -1.15 -0.13
C -0.29 -0.53 0.19 -0.18
H 0.34 2.10 -1.93 0.08
H -1.42 -0.65 0.47 0.16
H -1.92 2.98 -1.87 0.10
H -1.25 -1.25 3.32 0.13
H 3.69 -1.80 -0.61 0.01
H -0.70 -0.47 -1.80 0.10
H 1.08 0.01 -1.65 0.10
H 1.22 0.62 1.47 0.12
H 0.21 2.16 -0.19 0.14
H -0.10 -1.70 0.18 0.16
H -1.84 -2.33 1.99 0.03
H 3.80 -0.38 -0.68 0.08

Q) 21
Properties=species:S:1:pos:R:3:lowdin_charge:R:1 method="wB97M-V/def2-TZVPD" homo_energy_ha=-0.3691 homo_lumo_gap_ev=10.7
O -1.05 1.76 0.48 0.00
O -0.23 -0.90 -1.05 0.09
O -1.53 1.32 -1.73 0.08
O -0.50 -2.03 1.76 -0.15
C 0.26 0.16 -0.68 -0.37
C -0.19 -3.49 1.86 -0.09
C -0.55 1.41 -0.82 -0.65
C 0.28 2.64 -1.25 0.01
C 1.60 0.34 -0.05 0.01
H 1.31 2.48 -1.78 0.12
H -0.94 -3.99 1.05 0.13
H -1.91 0.47 -1.70 0.09
H -0.41 3.30 -1.83 0.11
H -2.02 1.41 0.48 0.16
H 0.52 3.12 -0.33 0.07
H 2.20 0.80 -0.85 0.09
H 0.82 -3.66 1.60 0.05
H 1.94 -0.63 0.33 0.10
H 1.42 1.05 0.82 0.13
H -0.52 -3.67 2.84 0.05
H -0.49 -1.91 0.83 -0.01

Least stable = P)